Model P:
Molecular formula: C3H8FN2
Method: DFT, wB97M-V/def2-TZVPD

Summary:
orbital gap = 0.306 Eh
total charge = +1

Last column: Löwdin charge in e.
Geometry (Å):
C1 -0.55 0.55 1.87  -0.295
C2 1.38 -1.11 -1.40  -0.002
C3 0.99 0.05 -2.08  -0.005
N1 -1.87 0.37 2.08  0.060
N2 0.59 1.07 -2.56  0.341
F1 -0.10 0.08 0.58  -0.141
H1 1.89 -1.72 -2.19  0.145
H2 2.13 -0.98 -0.60  0.138
H3 0.50 -1.48 -0.77  0.142
H4 -0.09 1.60 1.93  0.142
H5 -2.53 0.84 1.50  0.090
H6 -0.02 -0.10 2.68  0.147
H7 -2.25 -0.50 2.28  0.073
H8 -0.07 1.34 -3.31  0.165

---

Model Q:
Molecular formula: C3H8FN2
Method: DFT, wB97M-V/def2-TZVPD

Summary:
orbital gap (spin up / spin down) = 0.337 / 0.348 Eh
total charge = +1

Last column: Löwdin charge in e.
Geometry (Å):
C1 0.52 0.72 -1.06  -0.267
C2 -0.77 0.05 -0.72  -0.079
C3 0.10 -0.85 1.40  0.018
N1 1.62 -0.06 -0.78  0.079
N2 -0.88 -0.07 0.84  -0.012
F1 2.58 0.73 -0.31  -0.004
H1 0.34 0.78 -2.14  0.159
H2 0.57 1.72 -0.79  0.116
H3 -1.72 0.53 -1.12  0.158
H4 -0.84 -1.03 -1.19  0.181
H5 0.09 -1.95 1.13  0.127
H6 0.90 -0.64 2.15  0.120
H7 -0.87 0.79 1.39  0.193
H8 -1.65 -0.71 1.20  0.212

---

Most stable to least stable: model P, model Q

---

Model P:
Molecular formula: C22H24FN3O3
Method: DFT, wB97M-V/def2-TZVPD

Summary:
orbital gap = 0.335 Eh
SMILES = CCN(Cc1ccccc1)C(=O)CN1C(=O)N[C@@](CC)(c2ccc(F)cc2)C1=O
total charge = 0

Last column: Löwdin charge in e.
Geometry (Å):
C1 -3.15 -2.26 0.14  -0.139
H1 -2.18 -2.30 -0.61  0.139
H2 -3.71 -1.40 -0.35  0.115
H3 -3.66 -3.25 -0.02  0.124
C2 -2.77 -2.13 1.34  -0.300
N1 -2.02 -0.86 1.65  -0.003
C3 -0.73 -0.87 1.51  -0.313
O1 -0.01 0.30 1.18  -0.101
C4 0.03 -2.06 1.01  -0.084
N2 1.23 -1.83 0.22  0.072
C5 2.30 -1.03 0.68  -0.507
O2 2.72 -1.20 1.67  0.248
C6 2.99 -0.70 -0.67  -0.434
N3 2.09 -0.86 -1.57  0.157
C7 0.95 -1.57 -1.26  -0.370
O3 -0.10 -1.92 -1.60  0.143
H4 2.17 -0.78 -2.50  0.134
C8 2.79 0.91 -0.16  -0.027
C9 3.67 1.62 0.73  -0.018
C10 3.39 2.90 1.25  0.093
C11 2.48 3.62 0.34  -0.302
C12 1.64 3.20 -0.44  -0.067
C13 1.91 1.88 -0.87  -0.007
H5 1.23 1.41 -1.54  0.079
H6 1.05 3.90 -1.35  0.222
F1 2.47 4.95 0.75  0.006
H7 4.00 3.10 1.94  0.033
H8 4.27 1.05 1.34  0.078
C14 4.33 -0.97 -0.74  -0.179
C15 4.56 -2.47 -1.02  -0.030
H9 4.24 -2.87 -0.25  -0.029
H10 3.87 -2.78 -2.04  0.161
H11 5.59 -2.65 -1.30  0.075
H12 4.74 -0.51 -1.75  0.172
H13 5.00 -0.72 0.01  0.102
H14 0.52 -2.26 2.09  0.191
H15 -0.51 -2.83 0.44  0.118
C16 -2.64 0.53 2.06  0.119
C17 -3.30 1.05 0.54  -0.115
C18 -2.61 1.50 -0.46  -0.224
C19 -2.99 1.72 -1.57  -0.055
C20 -4.59 1.95 -1.61  -0.031
C21 -5.34 1.48 -0.74  -0.110
C22 -4.72 0.94 0.44  0.023
H16 -5.40 0.87 1.17  0.075
H17 -6.16 1.52 -0.86  -0.028
H18 -4.82 2.10 -2.72  0.125
H19 -2.31 1.93 -2.53  0.152
H20 -1.39 1.41 -0.56  0.175
H21 -2.00 1.28 2.17  0.074
H22 -3.35 0.44 2.54  -0.026
H23 -3.66 -1.73 2.04  0.185
H24 -2.08 -2.74 1.83  0.109

---

Model Q:
Molecular formula: C22H24FN3O3
Method: DFT, wB97M-V/def2-TZVPD

Summary:
orbital gap = 0.328 Eh
total charge = 0

Last column: Löwdin charge in e.
Geometry (Å):
O1 -2.51 -0.83 0.19  0.049
C1 -2.46 -0.71 -1.03  -0.471
C2 -2.61 0.57 -1.77  0.032
C3 -2.62 1.78 -1.21  -0.221
C4 -2.76 3.06 -1.97  -0.145
C5 -3.71 3.91 -1.10  -0.174
C6 -3.54 3.36 0.35  -0.165
C7 -2.58 2.16 0.25  -0.126
N1 -2.23 -1.79 -1.83  0.078
C8 -1.87 -3.07 -1.26  -0.087
C9 -0.41 -3.13 -0.94  -0.418
C10 0.29 -4.25 -0.14  0.006
C11 1.43 -3.19 -0.13  -0.384
N2 2.51 -3.35 0.80  0.171
C12 3.06 -2.47 1.68  -0.410
O2 3.73 -2.87 2.63  0.063
C13 2.84 -1.02 1.50  -0.158
C14 2.65 -0.24 0.40  0.049
C15 2.63 1.11 0.87  -0.087
C16 2.47 2.36 0.27  -0.232
F1 2.30 2.41 -1.06  0.069
C17 2.49 3.51 1.01  -0.023
C18 2.67 3.44 2.40  -0.086
C19 2.83 2.24 3.05  -0.022
C20 2.81 1.08 2.27  -0.186
N3 2.94 -0.23 2.63  0.153
C21 1.72 -3.12 -1.63  -0.098
O3 0.38 -3.08 -2.15  -0.064
C22 0.30 -2.13 -0.02  -0.015
H1 -2.67 0.51 -2.85  0.109
H2 -1.77 3.54 -2.01  0.124
H3 -3.10 2.93 -3.00  0.113
H4 -3.49 4.97 -1.17  0.100
H5 -4.73 3.77 -1.44  0.104
H6 -3.17 4.11 1.04  0.101
H7 -4.51 3.03 0.73  0.103
H8 -2.82 1.34 0.92  0.102
H9 -1.56 2.48 0.47  0.127
H10 -2.06 -1.64 -2.81  0.135
H11 -2.43 -3.19 -0.33  0.134
H12 -2.14 -3.87 -1.95  0.136
H13 -0.14 -4.42 0.85  0.132
H14 0.48 -5.19 -0.67  0.127
H15 2.76 -4.30 1.01  0.157
H16 2.57 -0.56 -0.62  0.106
H17 2.36 4.46 0.51  0.114
H18 2.68 4.36 2.97  0.103
H19 2.96 2.20 4.13  0.109
H20 3.15 -0.61 3.54  0.164
H21 2.27 -2.22 -1.93  0.118
H22 2.24 -4.01 -2.00  0.130
H23 0.48 -1.14 -0.44  0.114
H24 -0.14 -2.06 0.97  0.139

---

Most stable to least stable: model Q, model P

---

Model P:
Molecular formula: C2H4BrNO2
Method: DFT, wB97M-V/def2-TZVPD

Summary:
orbital gap = 0.375 Eh
total charge = 0

Last column: Löwdin charge in e.
Geometry (Å):
C1 0.15 -0.04 0.52  -0.186
C2 -1.04 0.33 -0.27  -0.688
N1 -1.46 1.77 0.01  -0.456
O1 -1.01 2.22 1.02  0.078
O2 -2.17 2.33 -0.84  0.045
Br1 -2.66 -0.82 0.04  0.640
H1 0.62 -1.06 0.16  0.124
H2 -0.21 -0.08 1.56  0.073
H3 0.92 0.86 0.36  0.134
H4 -0.82 0.14 -1.76  0.237

---

Model Q:
Molecular formula: C2H4BrNO2
Method: DFT, wB97M-V/def2-TZVPD

Summary:
orbital gap = 0.331 Eh
total charge = 0

Last column: Löwdin charge in e.
Geometry (Å):
C1 -1.45 1.49 -0.69  -0.225
C2 1.33 -0.86 0.76  -0.051
N1 -0.06 -0.05 -0.96  -0.374
O1 -1.33 1.86 0.41  0.084
O2 0.66 0.22 0.06  -0.324
Br1 -1.85 -0.98 -0.70  0.539
H1 -1.93 1.58 -1.62  0.072
H2 1.59 -0.34 1.69  0.086
H3 2.29 -1.12 0.14  0.115
H4 0.76 -1.80 0.90  0.078

---

Most stable to least stable: model P, model Q

---

Model P:
Molecular formula: C30H40Cl3N5O6SSi2Ti
Method: DFT, wB97M-V/def2-TZVPD

Summary:
orbital gap (spin up / spin down) = 0.274 / 0.228 Eh
2S+1 = 2
total charge = -1

Last column: Löwdin spin population.
Geometry (Å):
Ti1 0.73 0.86 0.26  0.018
C1 3.67 -2.10 0.71  0.004
Si1 2.86 -1.52 -0.87  0.020
C2 4.02 -1.70 -2.35  0.004
C3 1.31 -2.49 -1.21  0.000
N1 2.43 0.19 -0.70  0.176
C4 3.31 1.20 -0.69  0.117
C5 4.73 1.06 -0.69  0.029
C6 5.55 2.15 -0.67  0.101
C7 5.01 3.46 -0.65  0.069
C8 3.66 3.65 -0.66  0.053
C9 2.75 2.55 -0.68  0.098
N2 1.43 2.64 -0.70  0.230
Si2 0.57 4.14 -1.10  0.023
C10 1.43 4.88 -2.62  0.004
C11 0.65 5.34 0.34  0.004
C12 -1.18 3.76 -1.63  0.001
H1 4.22 -3.03 0.56  0.000
H2 2.92 -2.26 1.48  0.000
H3 4.37 -1.35 1.10  0.000
H4 4.93 -2.23 -2.08  0.000
H5 4.30 -0.73 -2.77  0.000
H6 3.52 -2.27 -3.14  0.000
H7 1.57 -3.43 -1.71  0.000
H8 0.62 -1.94 -1.86  0.000
H9 0.78 -2.73 -0.28  0.000
H10 5.15 0.06 -0.67  -0.001
H11 6.62 2.01 -0.64  0.005
H12 5.68 4.31 -0.60  0.003
H13 3.26 4.66 -0.61  0.000
H14 2.34 4.34 -2.89  0.000
H15 1.69 5.93 -2.46  0.000
H16 0.75 4.83 -3.48  0.000
H17 0.75 4.80 1.28  0.000
H18 -0.27 5.92 0.39  0.000
H19 1.49 6.04 0.25  0.000
H20 -1.21 2.80 -2.14  0.000
H21 -1.88 3.74 -0.80  0.000
H22 -1.50 4.54 -2.34  0.000
O1 0.92 -1.86 2.97  0.000
Cl1 -0.12 -0.91 2.63  0.000
O2 -1.44 -1.47 2.87  0.001
O3 1.63 1.18 1.75  0.007
O4 -0.07 -0.81 1.05  0.003
Cl2 -0.89 -4.61 1.57  0.000
C13 -0.98 -5.10 -0.08  0.000
C14 -0.36 -6.28 -0.45  0.000
C15 -0.41 -6.71 -1.77  0.000
C16 -1.06 -5.92 -2.70  0.000
C17 -1.65 -4.72 -2.33  0.000
Cl3 -2.31 -3.75 -3.60  0.000
C18 -1.66 -4.28 -1.00  0.000
N3 -2.23 -3.09 -0.58  0.000
C19 -3.50 -2.62 -0.96  0.000
C20 -4.51 -3.52 -1.30  0.000
C21 -5.77 -3.07 -1.64  0.000
C22 -6.05 -1.71 -1.63  0.000
C23 -5.04 -0.82 -1.27  0.000
C24 -3.76 -1.25 -0.94  0.000
C25 -2.70 -0.26 -0.56  0.000
C26 -1.55 -0.17 -1.55  0.000
O5 -1.57 -0.70 -2.64  0.000
O6 -0.54 0.58 -1.15  0.006
H23 0.15 -6.86 0.31  0.000
H24 0.06 -7.64 -2.06  0.000
H25 -1.10 -6.21 -3.74  0.000
H26 -1.76 -2.61 0.17  0.000
H27 -4.29 -4.58 -1.28  0.000
H28 -6.54 -3.78 -1.91  0.000
H29 -7.03 -1.34 -1.90  0.000
H30 -5.24 0.25 -1.26  0.000
H31 -2.28 -0.48 0.42  0.000
H32 -3.13 0.74 -0.46  0.000
C27 -2.98 1.69 3.80  0.001
N4 -1.72 2.37 4.02  0.001
C28 -1.06 2.19 5.31  0.000
C29 0.37 2.66 5.00  0.000
N5 0.47 2.66 3.54  0.000
C30 -0.72 2.47 3.06  0.002
S1 -1.12 2.35 1.38  0.019
H33 -3.71 2.05 4.52  0.000
H34 -2.88 0.60 3.90  0.000
H35 -3.34 1.91 2.80  0.000
H36 -1.10 1.14 5.61  0.000
H37 -1.55 2.79 6.08  0.000
H38 1.12 2.00 5.43  0.000
H39 0.55 3.67 5.38  0.000
H40 1.39 1.74 2.54  0.000

---

Model Q:
Molecular formula: C30H40Cl3N5O6SSi2Ti
Method: DFT, wB97M-V/def2-TZVPD

Summary:
orbital gap (spin up / spin down) = 0.260 / 0.244 Eh
2S+1 = 2
total charge = -1

Last column: Löwdin spin population.
Geometry (Å):
Ti1 -1.01 1.04 0.64  0.071
C1 -3.60 -2.91 0.10  0.003
Si1 -1.87 -2.31 0.53  0.018
C2 -0.94 -3.52 1.62  0.004
C3 -0.99 -2.22 -1.11  0.000
N1 -1.99 -0.73 1.31  0.169
C4 -2.77 -0.55 2.38  0.123
C5 -3.39 -1.57 3.15  0.031
C6 -4.17 -1.27 4.23  0.099
C7 -4.37 0.08 4.62  0.075
C8 -3.78 1.10 3.94  0.046
C9 -2.96 0.84 2.80  0.112
N2 -2.30 1.72 2.08  0.189
Si2 -1.94 3.49 2.10  0.019
C10 -0.60 4.26 3.19  0.003
C11 -3.45 4.17 3.12  -0.001
C12 -2.41 4.44 0.51  0.005
H1 -3.53 -3.88 -0.41  0.000
H2 -4.05 -2.20 -0.60  0.000
H3 -4.28 -3.02 0.94  0.000
H4 -0.81 -4.47 1.09  0.000
H5 -1.43 -3.72 2.58  0.000
H6 0.04 -3.10 1.81  0.000
H7 -1.32 -3.07 -1.70  0.000
H8 0.09 -2.31 -1.00  0.000
H9 -1.21 -1.32 -1.68  0.000
H10 -3.22 -2.61 2.89  -0.001
H11 -4.62 -2.06 4.81  0.005
H12 -4.99 0.30 5.48  0.003
H13 -3.93 2.12 4.25  0.000
H14 -0.39 3.61 4.04  0.000
H15 -0.98 5.21 3.58  0.000
H16 0.33 4.44 2.66  0.000
H17 -3.34 3.99 4.19  0.000
H18 -4.42 3.78 2.80  0.000
H19 -3.48 5.26 2.99  0.000
H20 -0.74 3.93 -0.28  0.000
H21 -2.64 5.46 0.83  0.001
H22 -3.36 4.02 0.15  0.000
O1 -1.48 4.49 -0.56  0.001
Cl1 -1.31 1.98 -2.23  0.002
O2 -0.72 0.92 -3.15  0.002
O3 -0.41 2.63 0.98  0.001
O4 -2.03 1.24 -0.99  0.008
Cl2 2.21 1.51 -4.92  0.000
C13 1.22 0.30 -5.66  0.000
C14 0.79 0.50 -6.97  0.000
C15 0.02 -0.48 -7.58  0.000
C16 -0.32 -1.63 -6.89  0.000
C17 0.10 -1.79 -5.58  0.000
Cl3 -0.37 -3.23 -4.74  0.000
C18 0.88 -0.84 -4.93  0.000
N3 1.28 -0.98 -3.59  0.000
C19 2.44 -1.65 -3.23  0.000
C20 2.97 -2.65 -4.05  0.000
C21 4.09 -3.36 -3.66  0.000
C22 4.71 -3.09 -2.45  0.000
C23 4.21 -2.08 -1.65  0.000
C24 3.09 -1.34 -2.02  0.000
C25 2.64 -0.19 -1.16  0.000
C26 1.65 -0.57 -0.05  0.000
O5 1.89 -1.48 0.71  0.000
O6 0.60 0.19 -0.01  0.000
H23 1.07 1.40 -7.49  0.000
H24 -0.31 -0.34 -8.60  0.000
H25 -0.93 -2.40 -7.35  0.000
H26 0.93 -0.23 -3.00  0.000
H27 2.49 -2.87 -4.99  0.000
H28 4.48 -4.13 -4.32  0.000
H29 5.59 -3.65 -2.14  0.000
H30 4.69 -1.84 -0.72  0.000
H31 2.24 0.63 -1.75  0.000
H32 3.53 0.20 -0.64  0.000
C27 3.02 -1.23 3.61  0.000
N4 2.85 0.09 3.09  0.000
C28 3.91 0.77 2.36  0.000
C29 3.17 1.96 1.73  0.000
N5 1.94 2.01 2.51  0.000
C30 1.72 0.82 3.13  0.001
S1 0.27 0.36 3.81  0.009
H33 3.42 -1.88 2.83  0.000
H34 2.04 -1.60 3.92  0.000
H35 3.69 -1.23 4.47  0.000
H36 4.35 0.10 1.61  0.000
H37 4.70 1.09 3.04  0.000
H38 2.96 1.80 0.68  0.000
H39 3.74 2.89 1.83  0.000
H40 1.12 2.46 2.10  0.000

---

Most stable to least stable: model Q, model P

---

Model P:
Molecular formula: C4H6N3
Method: DFT, wB97M-V/def2-TZVPD

Summary:
orbital gap (spin up / spin down) = 0.309 / 0.318 Eh
total charge = +1

Last column: Löwdin charge in e.
Geometry (Å):
C1 2.08 0.88 -0.74  0.118
C2 2.22 2.01 -0.09  0.138
C3 1.02 1.23 0.21  -0.384
C4 -1.14 -0.74 0.27  -0.215
N1 -0.01 1.12 0.84  0.238
N2 -0.53 -1.87 0.13  0.165
N3 -2.38 -0.44 0.16  0.169
H1 2.40 0.16 -1.45  0.115
H2 2.70 2.92 0.17  0.122
H3 0.46 -1.94 0.32  0.125
H4 -1.02 -2.74 -0.09  0.139
H5 -2.68 0.51 0.32  0.127
H6 -3.12 -1.12 -0.05  0.143

---

Model Q:
Molecular formula: C4H6N3
Method: DFT, wB97M-V/def2-TZVPD

Summary:
orbital gap (spin up / spin down) = 0.233 / 0.279 Eh
total charge = +1

Last column: Löwdin charge in e.
Geometry (Å):
C1 -2.32 -0.04 -0.10  -0.153
C2 1.46 -0.76 0.15  -0.234
C3 -0.25 1.08 0.15  -0.175
C4 -1.12 0.27 -0.68  0.096
N1 -3.36 -0.24 0.33  0.301
N2 1.12 0.59 0.02  0.011
N3 0.67 -1.76 -0.03  0.180
H1 2.53 -1.10 0.42  0.180
H2 -0.20 2.17 -0.11  0.186
H3 -0.58 1.19 1.16  0.136
H4 -0.60 0.08 -1.61  0.152
H5 1.89 1.31 0.26  0.199
H6 0.76 -2.79 0.06  0.121

---

Model R:
Molecular formula: C4H6N3
Method: DFT, wB97M-V/def2-TZVPD

Summary:
orbital gap (spin up / spin down) = 0.317 / 0.317 Eh
SMILES = [H]/N=N/C=C=[N+]1CC1
total charge = +1

Last column: Löwdin charge in e.
Geometry (Å):
C1 -1.40 -1.43 0.05  -0.043
C2 -0.45 -0.69 0.52  0.086
C3 1.42 0.95 1.20  -0.008
C4 1.80 0.47 -0.15  0.016
N1 -2.14 -0.91 -1.03  -0.024
N2 0.66 -0.12 0.58  0.006
N3 -2.46 0.25 -1.17  0.129
H1 -1.77 -2.39 0.39  0.143
H2 2.17 0.74 1.99  0.151
H3 0.98 1.94 1.22  0.140
H4 1.24 0.92 -0.97  0.134
H5 2.61 -0.23 -0.46  0.158
H6 -2.65 0.51 -2.17  0.112

---

Most stable to least stable: model Q, model P, model R

---

Model P:
Molecular formula: C4H9OPS
Method: DFT, wB97M-V/def2-TZVPD

Summary:
orbital gap = 0.335 Eh
SMILES = O=S1#[PH]CCCC1
total charge = 0

Last column: Löwdin charge in e.
Geometry (Å):
C1 -1.23 0.43 -0.22  -0.320
C2 -0.91 -1.00 0.35  -0.206
C3 -0.36 1.42 0.53  -0.496
C4 0.58 -1.37 -0.10  -0.409
O1 3.16 -0.89 -0.61  -0.671
P1 1.42 1.56 -0.15  0.740
S1 1.96 -0.42 0.59  0.706
H1 -1.26 0.53 -1.32  0.106
H2 -2.17 0.97 0.06  0.109
H3 -1.05 -0.80 1.48  0.123
H4 -1.59 -1.73 -0.06  0.099
H5 -0.67 2.54 0.41  0.093
H6 -0.22 0.97 1.58  0.080
H7 0.81 -2.41 0.01  0.079
H8 0.48 -1.00 -1.08  0.040
H9 1.05 1.18 -1.46  -0.072

---

Model Q:
Molecular formula: C4H9OPS
Method: DFT, wB97M-V/def2-TZVPD

Summary:
orbital gap = 0.348 Eh
SMILES = OP1(=S)CCCC1
total charge = 0

Last column: Löwdin charge in e.
Geometry (Å):
C1 -1.47 0.14 0.37  -0.229
C2 -0.41 -0.48 1.27  -0.270
C3 -0.94 -0.11 -1.00  -0.280
C4 0.84 0.26 0.96  -0.282
O1 1.69 -0.89 -1.27  -0.221
P1 0.79 0.36 -0.90  0.268
S1 1.46 1.96 -1.81  0.197
H1 -2.48 -0.23 0.51  0.120
H2 -1.44 1.18 0.50  0.092
H3 -0.65 -0.46 2.41  0.143
H4 -0.20 -1.51 1.01  0.108
H5 -0.77 -1.08 -1.09  0.033
H6 -1.47 0.25 -1.85  0.102
H7 0.66 1.31 1.23  0.092
H8 1.85 -0.13 1.19  0.101
H9 2.53 -0.57 -1.52  0.025

---

Most stable to least stable: model Q, model P